# 1
72
Properties=species:S:1:pos:R:3:lowdin_spin:R:1 method="wB97M-V/def2-TZVPD" total_charge=+3 e_homo_ha="-0.554 / -0.571" multiplicity=5 max_force_ev_per_a=0.85 gap_ev="6.01 / 5.22"
Pd 0.955 2.152 -0.294 1.20
C 6.057 3.258 -1.087 0.00
N 4.994 4.249 -1.016 0.02
C 5.182 5.603 -0.869 0.01
C 3.969 6.178 -0.822 0.01
N 3.020 5.166 -0.952 0.01
C 3.679 3.973 -1.061 0.02
S 3.119 2.380 -1.280 0.19
C 1.624 5.419 -1.026 0.01
C 1.187 6.707 -1.310 0.00
C -0.170 6.956 -1.392 0.00
C -1.060 5.913 -1.194 0.00
C -0.546 4.666 -0.909 0.00
N 0.771 4.418 -0.825 0.10
H 7.009 3.763 -0.957 0.00
H 6.050 2.752 -2.051 0.00
H 5.924 2.514 -0.304 0.00
H 6.159 6.049 -0.800 0.00
H 3.719 7.212 -0.689 0.00
H 1.883 7.511 -1.493 0.00
H -0.521 7.953 -1.619 0.00
H -2.127 6.067 -1.262 0.00
H -1.206 3.826 -0.742 0.00
C -4.048 -10.668 -0.820 0.01
O -4.937 -9.563 -0.576 0.13
C -4.522 -8.340 -0.544 0.11
C -5.515 -7.349 -0.296 0.04
C -5.178 -6.040 -0.238 0.03
C -3.824 -5.638 -0.425 0.18
C -2.828 -6.630 -0.682 0.06
C -3.168 -7.942 -0.737 0.06
N -3.534 -4.337 -0.341 0.48
N -2.489 -3.705 -0.483 0.31
C -2.223 -2.414 -0.414 0.22
C -3.235 -1.432 -0.164 0.00
C -2.937 -0.117 -0.106 0.11
C -1.591 0.375 -0.291 0.04
O -1.320 1.576 -0.278 0.16
C -0.535 -0.628 -0.528 0.04
N 0.711 -0.161 -0.692 0.07
C 1.688 -1.008 -0.969 0.03
C 1.470 -2.380 -1.099 -0.01
C 0.200 -2.875 -0.921 0.03
C -0.844 -1.989 -0.617 0.01
H -4.653 -11.561 -0.715 0.00
H -3.237 -10.686 -0.093 0.00
H -3.651 -10.621 -1.834 0.00
H -6.538 -7.676 -0.160 0.00
H -5.930 -5.284 -0.054 0.00
H -1.802 -6.319 -0.827 0.00
H -2.408 -8.687 -0.931 0.00
H -4.254 -1.771 -0.024 0.00
H -3.712 0.618 0.074 0.01
H 2.678 -0.590 -1.109 0.00
H 2.295 -3.033 -1.346 0.00
H -0.001 -3.931 -1.030 0.01
C -1.289 2.080 3.415 0.00
O -0.151 1.462 2.767 0.05
P 1.045 2.188 2.038 0.12
O 2.350 1.486 2.613 0.04
C 2.907 0.256 2.138 0.00
O 1.097 3.594 2.761 0.05
C 2.238 4.469 2.670 0.00
H -1.459 1.530 4.335 0.00
H -2.158 1.988 2.766 0.00
H -1.093 3.123 3.643 0.00
H 3.756 0.038 2.778 0.00
H 3.248 0.369 1.107 0.00
H 2.184 -0.556 2.215 0.00
H 2.031 5.310 3.324 0.00
H 2.363 4.824 1.645 0.00
H 3.138 3.959 3.006 0.00

***

# 2
25
Properties=species:S:1:pos:R:3:nbo_charge:R:1 method="wB97M-V/def2-TZVPD" total_charge=0 e_homo_ha=-0.309 multiplicity=1 smiles=COc1cccc(-c2cccnc2)c1 max_force_ev_per_a=4.46 gap_ev=8.74
C -3.603 2.116 -1.780 -0.25
C -1.874 1.020 -0.855 0.33
C -2.276 -0.160 -1.574 -0.33
C -1.512 -1.242 -1.717 -0.17
C -0.309 -1.391 -1.038 -0.24
C 0.036 -0.332 -0.121 -0.01
C -0.651 0.930 -0.098 -0.26
C 1.210 -0.539 0.728 -0.12
C 1.913 -1.735 0.720 -0.15
C 3.108 -1.816 1.479 -0.25
C 3.434 -0.682 2.313 0.03
C 1.623 0.508 1.496 0.05
H -4.066 3.076 -1.848 0.20
H -4.209 1.204 -1.339 0.18
H -3.340 1.814 -2.788 0.17
H -3.218 -0.091 -2.168 0.22
H -1.699 -2.007 -2.562 0.22
H 0.289 -2.299 -0.976 0.21
H -0.196 1.748 0.429 0.22
H 1.350 -2.595 0.276 0.21
H 3.643 -2.703 1.583 0.22
H 4.394 -0.751 2.860 0.20
H 1.054 1.453 1.565 0.19
N 2.658 0.464 2.383 -0.40
O -2.401 2.230 -1.129 -0.48

***

# 3
8
Properties=species:S:1:pos:R:3:nbo_charge:R:1 method="wB97M-V/def2-TZVPD" total_charge=0 e_homo_ha=-0.406 multiplicity=1 smiles="O=CO.O" max_force_ev_per_a=1.78 gap_ev=11.71
O -0.678 -2.195 0.670 -0.52
C 0.376 -1.749 0.376 0.65
O 0.836 -0.563 0.851 -0.71
H 1.146 -2.321 -0.172 0.09
H 1.639 -0.664 1.338 0.49
H -1.330 3.012 -0.522 0.46
H -1.282 1.895 -1.430 0.46
O -0.707 2.586 -1.111 -0.92

***

# 4
57
Properties=species:S:1:pos:R:3:nbo_charge:R:1 method="wB97M-V/def2-TZVPD" total_charge=-1 e_homo_ha=-0.161 multiplicity=1 max_force_ev_per_a=2.91 gap_ev=5.01
O -0.219 0.995 -2.817 -0.74
C -0.876 1.257 -1.804 0.46
O -0.564 2.205 -0.999 -0.84
P -2.457 0.306 -1.342 0.50
P -4.256 -0.907 -0.711 -0.35
P -6.036 0.145 -1.437 2.03
O -5.819 1.605 -1.542 -1.10
O -6.591 -0.562 -2.824 -0.97
O -7.200 -0.125 -0.267 -0.98
H -1.805 -0.162 -0.156 0.00
H -3.164 1.540 -1.254 0.06
H -2.459 -0.375 -2.605 -0.04
H -4.321 -2.151 -1.429 0.00
H -5.826 -1.065 -3.155 0.50
H -6.696 0.019 0.554 0.50
C 2.430 -0.994 2.766 -0.19
C 1.465 -0.009 2.601 -0.20
C 0.122 -0.350 2.585 -0.20
C -0.241 -1.680 2.741 0.08
C 0.714 -2.673 2.900 -0.22
C 2.055 -2.325 2.911 -0.21
N -1.665 -2.036 2.747 0.52
O -2.464 -1.137 2.583 -0.37
O -1.960 -3.206 2.913 -0.39
H 3.480 -0.724 2.782 0.21
H 1.760 1.026 2.485 0.23
H -0.623 0.423 2.454 0.26
H 0.430 -3.710 3.016 0.25
H 2.810 -3.087 3.036 0.23
C -0.552 5.634 0.762 -0.17
C -0.420 6.986 1.061 -0.23
C -0.417 7.925 0.041 -0.23
C -0.552 7.498 -1.272 0.07
C -0.677 6.150 -1.581 -0.20
C -0.676 5.213 -0.556 -0.21
N -0.575 8.493 -2.350 0.52
O -0.443 9.667 -2.044 -0.40
O -0.726 8.095 -3.489 -0.38
H -0.558 4.902 1.562 0.21
H -0.322 7.307 2.091 0.21
H -0.315 8.974 0.281 0.24
H -0.777 5.817 -2.605 0.25
H -0.776 4.153 -0.783 0.30
C 4.933 -5.280 -2.237 -0.18
C 4.900 -6.579 -1.745 -0.21
C 4.317 -6.842 -0.515 -0.21
C 3.767 -5.795 0.210 0.08
C 3.801 -4.494 -0.268 -0.20
C 4.388 -4.238 -1.498 -0.20
N 3.126 -6.070 1.500 0.52
O 3.125 -7.217 1.903 -0.37
O 2.627 -5.129 2.090 -0.39
H 5.385 -5.079 -3.201 0.22
H 5.327 -7.389 -2.323 0.22
H 4.294 -7.855 -0.139 0.25
H 3.375 -3.677 0.300 0.25
H 4.418 -3.227 -1.882 0.23

***

# 5
121
Properties=species:S:1:pos:R:3:lowdin_charge:R:1 method="wB97M-V/def2-TZVPD" total_charge=0 e_homo_ha=-0.324 multiplicity=1 smiles="COCCCCCCCN(CC[C@](F)(Br)C(F)(F)Br)S(=O)(=O)F.O=S1(=O)OCCO1.O=S1(=O)OCCO1.O=S1(=O)OCCO1.O=S1(=O)OCCO1.O=S1(=O)OCCO1.O=S1(=O)OCCO1.O=S1(=O)OCCO1" max_force_ev_per_a=1.00 gap_ev=8.55
C -0.945 1.495 -0.117 -0.10
O -1.751 2.385 0.623 -0.17
C -2.936 1.764 1.088 -0.26
C -3.744 2.769 1.886 -0.16
C -2.945 3.478 2.984 -0.21
C -2.218 2.537 3.952 -0.19
C -0.974 3.159 4.589 -0.19
C -1.283 4.331 5.542 -0.18
C -0.065 5.213 5.781 -0.20
N 0.352 6.033 4.613 -0.19
C 1.622 6.770 4.866 -0.18
C 2.775 5.883 5.351 -0.17
C 3.228 4.777 4.397 -0.80
F 2.195 4.106 3.850 0.02
Br 4.210 3.448 5.460 0.79
C 4.121 5.270 3.218 -0.95
F 3.992 4.398 2.215 0.04
F 3.657 6.448 2.771 0.04
Br 6.002 5.498 3.568 0.82
S -0.805 7.120 4.119 0.62
O -0.193 8.369 3.825 -0.24
O -1.690 6.513 3.196 -0.22
F -1.632 7.348 5.437 -0.14
H -1.551 0.762 -0.660 0.08
H -0.354 2.072 -0.828 0.08
H -0.267 0.943 0.545 0.08
H -3.534 1.427 0.236 0.11
H -2.707 0.880 1.694 0.10
H -4.083 3.545 1.193 0.11
H -4.628 2.277 2.299 0.12
H -2.236 4.165 2.521 0.09
H -3.635 4.103 3.559 0.11
H -1.912 1.613 3.458 0.08
H -2.905 2.267 4.764 0.12
H -0.512 2.383 5.209 0.11
H -0.259 3.467 3.824 0.11
H -2.175 4.878 5.239 0.09
H -1.518 3.894 6.518 0.12
H 0.752 4.545 6.048 0.11
H -0.225 5.868 6.645 0.12
H 1.922 7.282 3.960 0.11
H 1.477 7.548 5.623 0.13
H 2.545 5.411 6.301 0.09
H 3.628 6.544 5.521 0.13
C 3.545 4.178 -0.734 -0.16
C 3.032 5.258 -1.665 -0.15
O 3.411 4.797 -2.974 -0.18
S 3.347 3.206 -3.024 0.58
O 2.115 2.792 -3.590 -0.21
O 4.586 2.727 -3.527 -0.23
O 3.292 2.956 -1.451 -0.19
H 4.619 4.265 -0.565 0.14
H 3.022 4.158 0.213 0.12
H 3.481 6.229 -1.478 0.14
H 1.945 5.342 -1.626 0.14
C -3.061 -3.506 -2.173 -0.15
C -4.116 -4.212 -1.355 -0.16
O -4.476 -3.258 -0.340 -0.19
S -4.360 -1.781 -0.921 0.59
O -5.637 -1.318 -1.336 -0.22
O -3.571 -1.017 -0.022 -0.23
O -3.514 -2.138 -2.225 -0.18
H -2.090 -3.526 -1.673 0.13
H -2.979 -3.915 -3.176 0.09
H -3.756 -5.129 -0.903 0.10
H -5.002 -4.429 -1.956 0.14
C 6.419 -0.049 -2.581 -0.15
C 7.760 0.628 -2.740 -0.14
O 8.321 0.596 -1.413 -0.19
S 7.857 -0.731 -0.660 0.59
O 8.867 -1.723 -0.762 -0.22
O 7.331 -0.361 0.605 -0.23
O 6.671 -1.122 -1.649 -0.19
H 5.682 0.626 -2.144 0.12
H 6.042 -0.447 -3.514 0.10
H 7.675 1.654 -3.083 0.14
H 8.418 0.070 -3.408 0.14
C -7.223 -6.712 0.776 -0.15
C -7.040 -8.054 1.458 -0.15
O -5.700 -8.437 1.111 -0.18
S -4.779 -7.137 1.008 0.59
O -4.072 -6.954 2.221 -0.21
O -4.101 -7.188 -0.239 -0.23
O -5.953 -6.063 0.939 -0.19
H -7.423 -6.826 -0.291 0.14
H -7.999 -6.104 1.231 0.14
H -7.735 -8.809 1.103 0.14
H -7.109 -7.969 2.543 0.14
C 0.302 -3.952 3.047 -0.16
C 0.796 -3.211 1.820 -0.16
O -0.368 -2.526 1.337 -0.19
S -1.297 -2.095 2.568 0.59
O -1.021 -0.748 2.918 -0.22
O -2.613 -2.549 2.321 -0.20
O -0.608 -3.035 3.667 -0.18
H -0.244 -4.859 2.779 0.13
H 1.100 -4.195 3.743 0.13
H 1.173 -3.873 1.047 0.13
H 1.556 -2.470 2.076 0.13
C 2.335 -1.527 -5.133 -0.15
C 3.373 -2.611 -5.347 -0.16
O 4.183 -2.105 -6.417 -0.19
S 4.278 -0.512 -6.317 0.60
O 5.479 -0.163 -5.644 -0.23
O 3.948 0.037 -7.579 -0.20
O 3.064 -0.305 -5.303 -0.19
H 1.546 -1.569 -5.886 0.13
H 1.895 -1.549 -4.140 0.14
H 2.941 -3.564 -5.639 0.13
H 4.002 -2.748 -4.465 0.13
C -2.016 -6.180 -7.654 -0.15
C -3.227 -5.271 -7.707 -0.15
O -4.107 -5.817 -6.712 -0.18
S -3.260 -6.425 -5.508 0.61
O -3.174 -5.468 -4.457 -0.23
O -3.715 -7.740 -5.253 -0.20
O -1.851 -6.460 -6.254 -0.19
H -2.191 -7.121 -8.178 0.14
H -1.115 -5.709 -8.037 0.14
H -3.725 -5.277 -8.672 0.14
H -2.977 -4.246 -7.428 0.14